Entry 1:
ORCA calculation (the ωB97M-V functional and the def2-TZVPD basis) on 2 unconnected molecules or ions with the total composition C2H5OS at a distorted geometry.

**Total charge**: -1
**Frontier orbital gap**: 6.742 eV
**Multiplicity**: 1
**Energy relative to the best compared isomer or geometry (same formula, charge and spin)**: 6.69 kcal/mol
**Largest force on an atom**: 1.3 eV/A
**Total energy**: -15038.283 eV

Each line ends with the natural charge from an NBO analysis.
Geometry (Å):
S: -1.270 0.864 1.500  -1.03
H: -0.624 -0.345 1.534  0.07
O: 0.582 -0.210 -2.219  -0.59
C: 0.748 -0.096 -1.024  0.45
C: 1.150 -1.255 -0.131  -0.73
H: 0.755 0.928 -0.636  0.15
H: 1.495 -0.818 0.805  0.23
H: 0.286 -1.899 0.009  0.24
H: 2.050 -1.754 -0.519  0.21

***

Entry 2:
ORCA calculation (the ωB97M-V functional and the def2-TZVPD basis) on C2H5P in the gas phase at a distorted geometry.

**SMILES**: C1CP1
**Frontier orbital gap**: 10.669 eV
**Multiplicity**: 1
**Energy relative to the best compared isomer or geometry (same formula, charge and spin)**: 13.44 kcal/mol
**Largest force on an atom**: 4.7 eV/A
**Total energy**: -11441.930 eV

Each line ends with the natural charge from an NBO analysis.
Geometry (Å):
C: 0.255 0.788 -0.225  -0.65
C: 0.303 -0.787 -0.218  -0.63
P: -1.392 -0.017 0.033  0.44
H: 0.742 1.150 0.561  0.21
H: 0.614 1.411 -1.149  0.24
H: 0.389 -1.365 -1.114  0.23
H: 0.485 -1.156 0.743  0.22
H: -1.398 -0.025 1.370  -0.06

***

Entry 3:
ORCA calculation (the ωB97M-V functional and the def2-TZVPD basis) on C2H5P in the gas phase at a distorted geometry.

**SMILES**: C=[PH]=C
**Frontier orbital gap (alpha / beta)**: 8.088 / 8.473 eV
**Multiplicity**: 1
**Energy relative to the best compared isomer or geometry (same formula, charge and spin)**: 65.85 kcal/mol
**Largest force on an atom**: 4.3 eV/A
**Total energy**: -11439.657 eV

Each line ends with the natural charge from an NBO analysis.
Geometry (Å):
C: 1.194 -0.257 0.079  -0.64
P: -0.063 -0.027 -1.239  0.52
C: -1.246 -0.039 0.182  -0.59
H: 1.546 0.350 0.891  0.20
H: 1.615 -1.221 0.056  0.18
H: -0.177 1.348 -1.246  -0.05
H: -1.249 -0.988 0.713  0.20
H: -1.620 0.835 0.563  0.18

***

Entry 4:
ORCA calculation (the ωB97M-V functional and the def2-TZVPD basis) on C2H5PS in the gas phase at a distorted geometry.

**Frontier orbital gap**: 8.422 eV
**Multiplicity**: 1
**Energy relative to the best compared isomer or geometry (same formula, charge and spin)**: 61.10 kcal/mol
**Largest force on an atom**: 3.4 eV/A
**Total energy**: -22275.255 eV

Each line ends with the natural charge from an NBO analysis.
Geometry (Å):
C: 1.584 0.927 0.061  -0.52
C: 0.103 -0.657 0.542  -0.64
P: -1.484 -0.441 -0.333  0.31
S: 1.622 -0.812 -0.251  0.27
H: 1.098 1.436 -0.819  0.21
H: 1.949 1.486 0.929  0.22
H: -0.060 -0.653 1.580  0.20
H: -1.985 0.137 0.804  -0.04
H: -2.127 -1.695 -0.041  -0.02

***

Entry 5:
ORCA calculation (the ωB97M-V functional and the def2-TZVPD basis) on 2 unconnected molecules or ions with the total composition C2H5PS at a distorted geometry.

**Frontier orbital gap (alpha / beta)**: 6.784 / 6.791 eV
**Multiplicity**: 1
**Energy relative to the best compared isomer or geometry (same formula, charge and spin)**: 89.71 kcal/mol
**Largest force on an atom**: 2.6 eV/A
**Total energy**: -22274.014 eV

Each line ends with the natural charge from an NBO analysis.
Geometry (Å):
C: -1.515 0.051 -1.125  -0.56
C: 1.584 0.240 0.630  -0.79
P: -1.436 -0.836 0.244  0.48
S: 1.241 0.846 -0.993  0.00
H: -1.974 0.823 -1.754  0.22
H: 1.399 -0.810 0.508  0.22
H: 0.876 0.642 1.368  0.22
H: 2.620 0.375 0.757  0.24
H: -2.795 -1.331 0.366  -0.03

***

Entry 6:
ORCA calculation (the ωB97M-V functional and the def2-TZVPD basis) on a molecular structure, C2H6AlFO at a distorted geometry.

**Total charge**: +2
**Frontier orbital gap**: 4.828 eV
**Multiplicity**: 1
**Energy relative to the best compared isomer or geometry (same formula, charge and spin)**: 71.51 kcal/mol
**Largest force on an atom**: 12.1 eV/A
**Total energy**: -13505.550 eV

Each line ends with the natural charge from an NBO analysis.
Geometry (Å):
Al: -1.545 -2.617 2.495  1.24
F: -0.867 -1.917 0.569  -0.42
C: 0.697 1.337 -0.429  -0.57
C: -0.125 0.137 -0.558  -0.08
O: 0.470 -0.736 0.318  -0.07
H: 1.697 0.976 -0.672  0.27
H: 0.632 1.827 0.542  0.27
H: 0.444 2.101 -1.163  0.34
H: -0.077 -0.160 -1.606  0.33
H: -1.145 0.351 -0.240  0.23
H: -0.180 -1.299 0.745  0.45

***

Entry 7:
ORCA calculation (the ωB97M-V functional and the def2-TZVPD basis) on a molecular structure, C2H6AlNO4 at a distorted geometry.

**Total charge**: +2
**Frontier orbital gap**: 2.598 eV
**Multiplicity**: 1
**Largest force on an atom**: 2.1 eV/A
**Total energy**: -18418.731 eV

Each line ends with the natural charge from an NBO analysis.
Geometry (Å):
Al: -4.375 15.605 -10.680  1.00
N: -7.986 11.044 -9.888  0.69
O: -7.919 9.876 -10.141  -0.03
O: -6.983 11.743 -10.050  -0.13
O: -9.087 11.585 -9.669  -0.09
C: -11.457 16.128 -9.091  -0.71
C: -10.197 16.804 -9.539  -0.09
O: -9.118 15.943 -9.429  -0.49
H: -11.863 15.261 -9.612  0.26
H: -12.237 16.854 -9.323  0.27
H: -11.562 15.860 -8.040  0.27
H: -9.902 17.694 -8.983  0.28
H: -10.196 17.254 -10.532  0.28
H: -9.581 15.105 -9.365  0.49

***

Entry 8:
ORCA calculation (the ωB97M-V functional and the def2-TZVPD basis) on 2 unconnected molecules or ions with the total composition C2H6BCl3N4O3PS at a distorted geometry.

**Total charge**: +1
**Frontier orbital gap**: 7.389 eV
**Multiplicity**: 1
**Largest force on an atom**: 5.4 eV/A
**Total energy**: -72632.674 eV

Each line ends with the natural charge from an NBO analysis.
Geometry (Å):
O: 2.388 1.418 1.907  -0.91
B: 1.943 1.872 0.636  1.29
O: 2.581 1.430 -0.534  -0.86
O: 0.772 2.786 0.609  -0.43
N: -0.249 2.062 1.085  0.31
N: -0.834 2.127 2.264  0.07
N: -1.814 1.211 2.402  -0.15
C: -1.779 0.552 1.151  0.09
P: -2.764 -0.903 0.449  0.75
S: -2.892 -0.672 -1.498  -0.52
N: -0.788 1.098 0.306  -0.35
H: 1.866 0.626 2.146  0.50
H: 2.949 0.554 -0.312  0.52
H: -2.062 -2.147 0.649  0.07
H: -4.061 -0.939 1.036  0.07
H: -0.567 0.769 -0.656  0.52
C: 0.993 -2.355 -2.423  -0.27
Cl: 0.667 -1.082 -1.228  -0.07
Cl: 2.669 -2.270 -2.969  0.06
Cl: 0.637 -3.944 -1.741  0.05
H: 0.343 -2.194 -3.279  0.25

***

Entry 9:
ORCA calculation (the ωB97M-V functional and the def2-TZVPD basis) on a molecular structure, C2H6BF4O2Rb at a distorted geometry.

**Frontier orbital gap**: 10.715 eV
**Multiplicity**: 1
**Energy relative to the best compared isomer or geometry (same formula, charge and spin)**: 36.24 kcal/mol
**Largest force on an atom**: 5.4 eV/A
**Total energy**: -18473.102 eV

Each line ends with the Löwdin charge.
Geometry (Å):
Rb: 18.074 -8.600 12.350  1.45
B: 20.947 -9.024 11.949  -1.48
F: 19.981 -9.853 12.434  -0.05
F: 22.106 -9.239 12.662  0.15
F: 21.177 -9.235 10.591  0.13
F: 20.452 -7.798 12.178  0.05
C: 17.312 -9.692 14.892  -0.29
C: 18.390 -8.897 15.640  -0.26
O: 19.157 -9.726 16.477  -0.02
O: 17.849 -10.305 13.759  -0.35
H: 16.489 -9.020 14.650  0.10
H: 16.768 -10.366 15.553  0.13
H: 17.931 -7.993 16.039  0.12
H: 19.084 -8.433 14.940  0.10
H: 19.734 -9.075 16.882  0.10
H: 18.427 -10.986 14.110  0.11

***

Entry 10:
ORCA calculation (the ωB97M-V functional and the def2-TZVPD basis) on C2H6BNO in the gas phase at a distorted geometry.

**SMILES**: BCNC=O
**Frontier orbital gap**: 9.785 eV
**Multiplicity**: 1
**Energy relative to the best compared isomer or geometry (same formula, charge and spin)**: 58.81 kcal/mol
**Largest force on an atom**: 4.0 eV/A
**Total energy**: -6383.568 eV

Each line ends with the natural charge from an NBO analysis.
Geometry (Å):
B: 1.125 -0.352 -1.159  0.48
C: 0.196 0.703 -0.411  -0.62
N: -0.928 0.170 0.267  -0.61
C: -0.764 -0.623 1.334  0.52
O: 0.267 -0.641 1.970  -0.61
H: 0.876 -1.397 -0.892  -0.09
H: 2.007 0.169 -1.752  -0.08
H: 0.824 1.236 0.385  0.27
H: -0.090 1.731 -1.023  0.24
H: -1.762 0.142 -0.186  0.38
H: -1.751 -1.138 1.467  0.11